{
  "formula": "C3H10N2O2",
  "method": "ωB97M-V/def2-TZVPD",
  "species": ["C", "C", "C", "N", "N", "O", "O", "H", "H", "H", "H", "H", "H", "H", "H", "H", "H"],
  "xyz": [[-0.261, 0.614, -0.500], [-0.008, -0.783, -0.244], [1.367, -0.575, 0.881], [0.577, 1.356, -1.324], [1.063, -0.022, 2.161], [-1.695, -0.032, -1.513], [-2.796, -0.182, -0.553], [-3.189, -0.994, -0.906], [-0.701, 1.185, 0.314], [0.242, 2.296, -1.490], [0.780, 0.891, -2.200], [0.907, 0.981, 2.101], [0.245, -0.446, 2.585], [-0.756, -1.265, 0.380], [0.351, -1.373, -1.085], [2.193, -0.037, 0.415], [1.683, -1.615, 0.978]],
  "e_tot_ev": -10343.60261,
  "gap_ev": 8.950,
  "de_lowest_kj_mol": 567.8,
  "charge": 0,
  "e_lumo_ev": 0.945,
  "spin_multiplicity": 1
}